Entry 1:
Density functional theory data (ωB97M-V/def2-TZVPD) for an isolated molecule of C4H5N3O.

Structure (ORCA input):
```
! wB97M-V def2-TZVPD RIJCOSX def2/J DEFGRID3
* xyz 0 1
C 1.75570 0.98789 -0.08564
N 2.83887 0.33528 -0.03640
O 2.55218 -0.87961 0.09872
N 1.25553 -1.19028 -0.02740
C 0.63858 -0.03658 -0.10269
N -0.62945 0.36500 -0.29440
C -1.44185 -0.00317 0.90222
C -1.78463 -0.42045 -0.61185
H 1.75620 2.14159 -0.41985
H -1.06402 -0.92194 1.47369
H -1.94311 0.99484 1.37040
H -1.52590 -1.57042 -0.96778
H -2.40809 0.19785 -1.29901
*
```

Its structure (SMILES) is c1nonc1N1CC1. The value obtained for the frontier orbital gap is 10.8 eV. The calculation puts the energy above the lowest of the compared OMol25 structures with the same formula, charge and spin at 153.1 kcal/mol.


Entry 2:
Density functional theory data (ωB97M-V/def2-TZVPD) for a structure of composition C4H5N3O.

Structure (ORCA input):
```
! wB97M-V def2-TZVPD RIJCOSX def2/J DEFGRID3
* xyz 0 1
C -0.35798 0.16295 0.46991
C 0.60479 -0.73179 1.11761
C 1.49679 -1.33215 0.23099
C -0.40976 0.19901 -0.92224
H -1.79398 2.63502 1.32427
H 0.36121 -1.01451 2.28806
H 2.22901 -2.11746 0.43483
H 1.75381 -1.72547 -1.73877
H -1.25503 0.65698 -1.46194
N -0.99939 0.98569 1.25293
N 1.38757 -1.01347 -1.03463
N 0.47495 -0.25256 -1.70241
O -1.91749 1.71748 0.52058
*
```

The value obtained for the frontier orbital gap is 8.3 eV. The calculation puts the energy above the lowest of the compared OMol25 structures with the same formula, charge and spin at 135.8 kcal/mol.


Entry 3:
Density functional theory data (ωB97M-V/def2-TZVPD) for a structure of composition C4H5N3O.

Structure (ORCA input):
```
! wB97M-V def2-TZVPD RIJCOSX def2/J DEFGRID3
* xyz 0 1
C -2.05372 0.22946 -0.10394
C 0.30935 -0.37698 0.07302
C 2.34903 -0.26813 -0.18103
C 0.56892 0.99492 0.20105
H -1.53692 1.16524 -0.36573
H -0.98954 -1.64266 0.59185
H 3.48214 -0.54648 -0.55054
H -0.08789 2.14395 -0.33068
H 0.54267 1.17546 1.36443
N -0.99175 -0.67514 0.18640
N 1.30321 -1.30123 -0.04581
N 2.21244 1.01819 -0.05173
O -3.26491 0.11702 -0.15824
*
```

The value obtained for the frontier orbital gap is 9.5 eV. The calculation puts the energy above the lowest of the compared OMol25 structures with the same formula, charge and spin at 108.6 kcal/mol.


F_max / eV Å⁻¹: 5.37; 7.11; 8.14